# 1
Formula: C36H72O24
Source: the Open Molecules 2025 dataset
Level of theory: wB97M-V/def2-TZVPD

Atoms and positions in Å:
O: -20.10172 21.68846 24.56536
O: -22.59268 16.34292 23.27669
O: -18.00672 15.75797 14.39029
O: -18.76006 22.59603 19.69757
O: -16.54093 22.86844 24.83818
O: -14.99077 14.88503 20.12541
O: -13.69623 23.49697 21.85191
O: -16.70002 20.02533 21.48194
O: -11.54239 20.08790 21.32571
O: -17.37547 16.13467 26.40557
O: -21.43706 20.19263 18.49665
O: -18.46132 16.99522 16.32320
O: -23.48796 19.57195 18.82587
O: -16.33107 16.65051 15.72060
O: -23.90360 16.87061 25.04332
O: -15.81916 14.41494 17.98455
O: -13.63287 14.96556 18.29995
O: -16.46596 26.59503 20.26779
O: -18.20379 18.46210 21.20249
O: -24.51294 17.50258 22.84645
O: -11.68509 21.06252 19.31058
O: -16.53513 18.73513 19.70631
O: -21.77721 18.17015 19.39771
O: -12.61153 19.06038 19.82845
C: -24.51415 18.64406 19.12171
C: -22.34491 20.90458 24.64800
C: -17.64517 16.44691 15.38700
C: -20.63209 23.43190 21.01177
C: -23.77008 16.93897 23.64448
C: -17.13737 14.12199 18.41522
C: -15.62488 20.86590 21.08975
C: -16.19153 20.61367 25.41236
C: -22.22250 19.24581 18.99468
C: -16.19727 22.56562 27.18558
C: -22.10396 16.36949 21.95356
C: -16.78976 25.78071 19.40889
C: -13.49608 19.05275 18.67990
C: -17.92243 16.45230 25.36812
C: -12.74206 24.24657 23.96036
C: -20.64841 19.82308 23.07179
C: -18.85970 17.39815 20.54384
C: -18.29665 23.74762 21.80399
C: -17.40858 17.57836 24.41827
C: -25.11392 17.40963 25.62372
C: -17.11461 19.03525 20.69740
C: -18.02902 26.04539 18.57117
C: -13.39549 24.43681 22.55769
C: -15.82717 17.65870 16.68802
C: -11.96269 20.14779 20.06830
C: -19.18732 23.12219 20.75233
C: -13.37243 14.72612 16.91114
C: -13.76994 25.87844 22.15519
C: -19.20914 15.72798 24.95464
C: -20.06707 20.12826 18.52341
C: -14.82698 14.72842 18.90166
C: -10.85236 21.18948 21.98916
C: -15.83662 24.59578 19.10045
C: -20.89543 20.81401 24.18274
C: -16.40726 22.08327 25.76287
C: -19.91662 16.91131 16.19978
H: -17.86026 14.26980 17.61292
H: -19.40855 14.85052 25.56979
H: -16.52350 21.75812 27.84104
H: -20.27904 17.26159 17.16625
H: -18.34761 16.45796 20.33911
H: -19.61711 21.06077 18.18274
H: -13.46636 13.69656 16.56577
H: -19.57990 20.00225 22.95227
H: -19.67782 17.20903 21.23882
H: -12.35810 15.04244 16.66791
H: -15.73470 21.18464 20.05320
H: -25.00272 17.36613 26.70716
H: -13.06951 26.54646 22.65644
H: -20.07931 16.38202 24.89878
H: -20.24043 15.90312 15.94132
H: -12.81617 19.13781 17.83220
H: -25.17228 18.48239 25.43968
H: -21.41564 15.54614 21.76273
H: -26.03030 16.97949 25.21958
H: -21.26865 22.72719 20.47672
H: -16.78049 23.42053 27.52774
H: -19.11160 15.47974 23.89777
H: -22.94833 21.43358 23.91033
H: -9.89964 21.10133 21.46700
H: -18.49133 23.27025 22.76436
H: -18.18330 18.33425 24.28967
H: -18.69838 25.30436 19.00811
H: -15.20079 20.23663 25.66607
H: -13.75994 25.99109 21.07108
H: -13.56650 24.07504 24.65244
H: -11.26766 22.17065 21.75905
H: -21.18515 20.04257 22.14885
H: -15.28508 24.74974 18.17299
H: -16.49226 23.73197 18.99061
H: -22.31006 21.61960 25.46997
H: -14.77899 25.98909 22.55227
H: -16.05243 17.21288 17.65684
H: -16.44559 17.93228 24.78636
H: -17.04808 17.15978 23.47862
H: -17.46068 14.79395 19.21023
H: -15.70686 21.71476 21.76859
H: -14.09324 15.31242 16.34123
H: -14.76240 17.84137 16.54307
H: -19.80756 19.90407 19.55805
H: -17.26162 23.48123 21.58987
H: -24.35815 18.24654 20.12457
H: -10.61570 21.20061 23.05310
H: -21.54634 17.28890 21.77508
H: -19.31286 17.68873 19.59605
H: -20.86522 18.79777 23.37152
H: -24.41963 17.70942 18.56888
H: -17.18944 13.09732 18.78325
H: -20.33072 17.52503 15.39979
H: -12.16611 25.13607 24.21564
H: -22.85642 19.98557 24.93413
H: -20.87461 24.43855 20.67126
H: -16.30437 20.47921 24.33659
H: -14.63618 20.43052 21.23472
H: -18.41430 24.81847 21.96989
H: -12.06840 23.39021 23.99117
H: -19.66976 19.34011 17.88382
H: -15.07761 24.46508 19.87176
H: -17.79618 25.88592 17.51834
H: -25.48031 19.14360 19.05029
H: -13.97904 18.10279 18.45095
H: -14.18085 19.89647 18.59427
H: -16.36162 18.60731 16.63716
H: -22.90954 16.29575 21.22301
H: -17.01221 20.04765 25.85305
H: -15.13255 22.72689 27.35425
H: -20.86843 23.33867 22.07175
H: -18.43320 27.03865 18.76658

Net charge: 0
HOMO level (eV): -9.30
SMILES: COC(=O)OC.COC(=O)OC.COC(=O)OC.COC(=O)OC.COC(=O)OC.COC(=O)OC.CC(C)=O.CC(C)=O.CC(C)=O.CC(C)=O.CC(C)=O.CC(C)=O
Energy above the lowest of the compared OMol25 structures with the same formula, charge and spin (kJ/mol): 224.67
HOMO-LUMO gap (Eh): 0.3529

Mulliken atomic charge list, values in e, 99 entries: -0.55, -0.32, -0.64, -0.51, -0.48, -0.59, -0.41, -0.08, -0.35, -0.58, -0.47, -0.12, -0.37, -0.35, -0.30, -0.26, -0.29, -0.57, 0.69, -0.59, -0.64, -0.60, -0.46, -0.32, -0.48, -1.31, 0.58, -1.28, 0.73, -0.35, -0.44, -0.70, 0.85, -1.31, -0.19, 0.82, -0.07, 0.44, -1.00, 0.38, 0.84, -0.64, -0.30, -0.67, 0.05, -0.88, 0.83, -0.54, 0.91, 1.00, -0.46, -1.12, -0.89, 0.40, 0.80, -0.64, -0.21, 0.47, 0.70, -0.75, 0.21, 0.38, 0.39, 0.15, -0.41, 0.32, 0.30, -0.41, -0.57, 0.26, 0.23, 0.29, 0.47, 0.14, 0.39, 0.44, 0.28, 0.33, 0.28, 0.24, 0.33, 0.24, 0.32, 0.35, 0.38, -0.13, 0.01, 0.47, 0.29, 0.13, 0.18, 0.41, 0.51, -0.07, 0.41, 0.23, 0.13, 0.30, 0.42

# 2
Formula: C36H72O9
Source: the Open Molecules 2025 dataset
Level of theory: wB97M-V/def2-TZVPD

Atoms and positions in Å:
O: -0.47140 1.25425 3.31909
O: -1.80117 5.73812 -2.72293
O: -3.99165 -2.48027 -4.19932
O: -1.05166 -6.93311 -0.27656
O: 3.08935 1.18220 -2.93590
O: 0.50491 -1.49774 -1.70596
O: -4.92861 1.03628 -1.74318
O: 5.64205 1.82096 4.70649
O: 2.51973 -2.26778 4.89917
C: -1.79604 4.37207 -2.32693
C: -1.48582 -5.88136 0.56872
C: -0.55795 -4.69035 0.33708
C: -2.52982 -1.14236 -5.55668
C: -2.89100 -2.43044 -6.28418
C: 6.45463 0.64146 4.59186
C: -0.61221 4.19798 -1.37836
C: -1.01048 1.30763 4.62918
C: -0.50790 -0.56797 -1.35227
C: 0.22020 -5.06664 -0.93809
C: 3.05811 0.31721 -4.08540
C: 0.44676 -2.18258 3.75716
C: 0.33329 5.25217 -1.88995
C: 1.47511 -2.66786 5.80562
C: -5.74507 2.07427 0.22994
C: -3.26093 -1.25915 -4.19223
C: -0.22902 -0.19369 0.10933
C: -0.63730 6.38960 -2.23558
C: 0.17700 1.62819 5.51615
C: -4.09278 0.64621 -0.65245
C: 4.65945 1.81826 3.67661
C: -5.98175 1.86542 -1.28052
C: 1.01608 2.52681 4.61764
C: 5.04793 0.67795 2.73898
C: 0.81381 1.86962 3.23952
C: 1.26832 -0.32696 0.18335
C: -4.11785 -2.93626 -5.53950
C: 5.64234 -0.31696 3.72033
C: 1.96771 -2.06489 3.59831
C: -4.25936 1.77940 0.36425
C: 2.18745 2.27859 -3.09561
C: 1.49582 -1.54590 -0.68124
C: -0.46201 -6.34590 -1.42205
C: 0.34436 -3.16800 4.91649
C: 1.92373 0.87571 -4.94227
C: 2.00319 2.33979 -4.61655
H: 2.36468 -2.83318 2.92361
H: -5.02869 -2.49674 -5.96766
H: 2.59796 3.19585 -2.67893
H: 1.73825 0.59683 -0.16088
H: -4.21422 -4.02022 -5.51871
H: 1.21720 2.06732 -2.63045
H: -1.44415 0.34768 4.91175
H: 6.28543 -1.08568 3.29329
H: -1.48313 -6.22815 1.60323
H: 4.85846 -0.77712 4.32626
H: -6.95211 1.41415 -1.49932
H: -4.43823 -0.30778 -0.24465
H: 0.08736 -1.19223 4.04332
H: -2.88731 -0.26021 -6.08384
H: 2.04797 0.65659 -6.00740
H: -1.12959 -3.78000 0.13879
H: 0.84282 2.64163 2.46664
H: 2.25071 -1.08336 3.21204
H: -3.07159 0.62279 -1.02527
H: 2.85787 -0.73623 -3.88985
H: 0.75982 0.74758 5.80845
H: 4.02024 0.46193 -4.58236
H: -0.91488 7.00055 -1.37042
H: -2.55305 -1.32247 -3.36459
H: 0.82139 4.98888 -2.83260
H: 1.89335 -3.42759 6.46303
H: 0.15080 -4.46099 1.13101
H: -3.17814 -2.26236 -7.32552
H: -2.07747 -3.15409 -6.31414
H: 2.06470 2.50543 4.90350
H: 0.97003 0.41110 -4.68465
H: 2.48473 -1.68321 -1.11763
H: 0.24690 -4.28426 -1.69123
H: -1.45979 -1.05692 -5.37706
H: -0.21528 3.18181 -1.39237
H: -0.08857 -2.52154 2.87154
H: -1.26791 -6.07920 -2.12858
H: -3.68756 2.61853 -0.03958
H: 1.09503 2.88226 -4.90885
H: 5.86480 1.03095 2.09864
H: 1.13299 5.53361 -1.20450
H: -2.52769 -5.62964 0.33230
H: -2.76237 4.10640 -1.89327
H: -0.67096 -0.97389 0.74431
H: -0.70422 0.72471 0.45008
H: -5.97561 2.83796 -1.78982
H: 1.60009 1.14164 3.02512
H: -0.60608 -3.13376 5.44685
H: -3.94584 1.50324 1.36824
H: 2.79744 2.91951 -5.08950
H: 1.31684 -2.43288 -0.05429
H: -6.35719 1.33095 0.75428
H: -1.76540 2.09806 4.66601
H: 7.40812 0.92713 4.14414
H: -0.08154 2.09855 6.46786
H: -0.19451 7.01974 -3.00802
H: -1.65797 3.72154 -3.20183
H: 1.64916 -0.60852 1.16735
H: 4.63563 2.76094 3.12295
H: 0.16966 -7.07273 -1.92596
H: 1.23385 -5.34782 -0.64016
H: 6.56692 0.23944 5.59826
H: 4.24917 0.35497 2.07110
H: 0.62448 3.54106 4.69744
H: 3.68740 1.65680 4.14924
H: -3.95278 -0.42870 -4.02566
H: 0.57675 -4.17583 4.57071
H: -6.05729 3.03398 0.63806
H: -0.89933 4.39315 -0.34142
H: -1.51725 -0.95628 -1.49380
H: -0.45062 0.35548 -1.95165
H: 1.17973 -1.78113 6.37544

Net charge: 0
HOMO level (eV): -9.34
SMILES: C1CCOC1.C1CCOC1.C1CCOC1.C1CCOC1.C1CCOC1.C1CCOC1.C1CCOC1.C1CCOC1.C1CCOC1
Energy above the lowest of the compared OMol25 structures with the same formula, charge and spin (kJ/mol): 76.18
HOMO-LUMO gap (Eh): 0.3628

Mulliken atomic charge list, values in e, 99 entries: -0.24, -0.46, -0.44, -0.43, -0.48, -0.42, -0.38, -0.48, -0.45, -0.11, -0.56, 0.54, -0.02, -0.67, -0.56, 0.44, -0.65, -0.23, -0.35, -0.48, 0.96, -0.43, -0.50, -0.75, 0.50, -0.34, -0.60, -0.25, 0.41, 0.15, -0.56, -0.60, -0.40, 0.22, 1.05, -0.46, -0.29, 0.32, -0.13, 0.40, -0.60, -0.57, -0.63, -0.28, -0.68, 0.31, 0.27, 0.43, 0.21, 0.33, -0.59, 0.28, 0.41, 0.30, 0.03, 0.32, 0.28, -0.81, 0.37, 0.44, -0.10, 0.27, -0.54, -0.52, 0.24, -0.10, 0.38, 0.27, -0.47, 0.06, 0.34, -0.18, 0.28, 0.29, 0.43, -0.04, 0.42, 0.14, -0.11, -0.41, 0.03, 0.26, -0.06, 0.35, 0.35, 0.46, 0.31, 0.07, 0.12, 0.62, 0.28, -0.34, 0.37, 0.41, 0.28, -0.15, 0.28, 0.40, 0.31

# 3
Formula: C36H73BBrO15P
Source: the Open Molecules 2025 dataset
Level of theory: wB97M-V/def2-TZVPD

Atoms and positions in Å:
Br: -4.29613 3.88013 1.88748
P: 5.68489 1.54613 0.60407
O: -0.98346 -1.25499 -9.48028
O: 3.23827 3.32040 -0.44421
O: -1.90568 -0.31751 -4.98174
O: -0.09852 5.11980 4.06981
O: -4.36934 2.28694 -5.79694
O: 0.33067 0.21096 -3.21161
O: -8.53308 5.20758 2.23702
O: 7.09838 -1.67616 3.49619
O: 9.11037 1.34588 5.74606
O: -3.96798 -5.89134 4.90417
O: -4.21541 -3.79883 1.89871
O: 2.61281 2.11651 3.53349
O: -6.85930 -4.60440 -0.95939
O: 6.15086 2.87827 -0.42409
O: 3.72611 -4.50464 -2.32549
C: -1.56078 1.42763 -0.73624
C: -4.92314 -2.63638 1.40994
C: 7.35745 0.65312 0.91839
C: -8.36298 4.32204 3.33371
C: 7.94928 -0.97992 4.39922
C: 0.93192 2.37641 -0.18217
C: 4.49558 0.39690 -0.32707
C: 0.40181 3.36103 0.87727
C: -4.12352 -1.25296 1.70237
C: 0.41538 -1.16076 -9.25495
C: 1.23535 5.15959 4.55824
C: -1.15389 3.39380 1.08938
C: 4.00953 -2.03843 -1.48735
C: -4.46051 2.86874 -0.85769
C: -2.84120 -6.50660 4.30057
C: -5.25138 4.26091 -0.90930
C: -3.46128 -0.49653 -0.68577
C: 0.71566 0.47475 -2.04434
C: 2.56774 -1.61715 -1.96680
C: -4.24194 -4.89061 0.94270
C: 3.06583 0.81256 -0.80104
C: 4.94505 -1.05005 -0.69043
C: -0.01206 1.41020 -0.99636
C: -2.85897 -1.08387 0.68149
C: -1.73483 0.04466 -6.34162
C: 3.37065 1.17221 4.27470
C: -4.45058 3.14866 -6.92161
C: 6.61519 -3.97244 0.00141
C: -7.44324 -4.11871 -2.16040
C: 6.19451 -3.92823 -1.58538
C: -2.14320 2.45767 0.31185
C: 2.52100 2.29464 -0.46073
C: 10.44488 1.37889 6.23147
C: 2.13175 -0.17157 -1.60498
C: -3.74774 2.51815 0.54965
C: -2.44735 0.39055 -1.56118
B: 4.64455 -3.49430 -1.81478
H: -4.36868 -5.91245 1.46687
H: 6.35205 -5.01431 -1.95544
H: -3.93955 1.47200 -6.09272
H: 1.66117 4.15721 4.50071
H: -9.33114 3.89402 3.59466
H: -4.35417 -5.29646 4.24642
H: -5.11265 -4.83017 0.18734
H: -4.60309 5.18451 -0.70848
H: 6.94720 -5.01328 0.33821
H: -5.61924 4.38038 -2.00246
H: 3.77149 -5.21978 -1.63869
H: -3.10457 1.02384 -2.27535
H: 6.01195 -1.34069 -0.36781
H: 11.04420 2.05574 5.61733
H: 3.13822 2.35688 2.75737
H: -5.94009 -2.58931 1.96528
H: 4.31711 1.62342 4.58411
H: -2.38161 -7.18529 5.01969
H: 6.89342 3.28993 0.07611
H: 0.67508 -1.67589 -8.32649
H: 7.52026 -3.27148 0.12087
H: 8.08390 0.03952 4.04203
H: -5.18382 -2.67813 0.28950
H: -3.44562 3.36666 -7.29283
H: 0.95507 -1.60867 -10.09328
H: 3.56021 0.28940 3.65879
H: 6.94584 -3.28579 -2.18160
H: -1.96395 1.10674 -6.46968
H: 6.99600 -2.57425 3.83536
H: 8.76275 2.24489 5.80655
H: -0.70504 -0.15511 -6.64761
H: -4.91391 -0.42245 1.53012
H: 2.80300 0.88084 5.15899
H: -7.67589 3.51905 3.05448
H: 8.92147 -1.47777 4.44645
H: -1.50619 4.15711 1.87626
H: -1.86065 -0.32006 -2.23069
H: -8.12796 -4.86733 -2.56637
H: -3.15931 -7.07252 3.42095
H: 7.81632 0.25232 -0.05791
H: -7.66356 5.57171 2.02689
H: -1.19776 -2.19381 -9.54995
H: -2.41500 -0.54846 -6.95410
H: -3.76634 -1.41264 -1.32615
H: -4.07434 1.49749 0.98175
H: 1.83202 5.84151 3.94640
H: 10.86455 0.37424 6.17520
H: -5.11673 1.99758 -1.24339
H: -2.11657 -5.74098 4.01154
H: -0.45175 6.01641 4.13119
H: -4.44344 0.09155 -0.53082
H: -6.65081 -3.92515 -2.88358
H: -3.78913 -1.15041 2.78799
H: 0.68814 -0.10850 -9.17175
H: -4.93233 4.07854 -6.61834
H: 5.76134 -3.53792 0.62446
H: -1.29169 0.22238 -4.46277
H: -6.22182 4.25582 -0.28022
H: -2.43163 -2.12540 0.47826
H: 1.13374 4.02210 1.45188
H: -3.60594 2.95634 -1.63365
H: -2.07230 -0.43151 1.18632
H: 1.89144 -2.31505 -2.56646
H: 8.09582 1.45920 1.29665
H: -7.58007 -4.76746 -0.33719
H: -7.98302 -3.19013 -1.95867
H: -7.96730 4.87100 4.19216
H: -3.24489 -4.82772 0.35605
H: 7.21482 -0.17922 1.68434
H: -5.04356 2.67430 -7.70792
H: 1.23704 5.49410 5.59891
H: 10.45093 1.71517 7.27130
H: 7.49255 -0.95762 5.39117

Net charge: 0
HOMO level (eV): -8.10
SMILES: CCB(O)c1cc2c(c(P(C)O)c1)C(=O)c1ccc([C@@H](Br)CC)c(CCCCCOC)c1C2=O.CO.CO.CO.CO.CO.CO.CO.CO.CO.CO
HOMO-LUMO gap (Eh): 0.2551

Mulliken atomic charge list, values in e, 99 entries: -0.12, 0.52, -0.49, -0.51, -0.43, -0.45, -0.43, -0.60, -0.50, -0.49, -0.43, -0.53, -0.22, -0.40, -0.49, -0.51, -0.55, 0.63, -0.44, -0.82, -0.44, -0.60, 0.34, 0.23, -0.92, -0.55, -0.58, -0.45, -0.98, -0.11, -0.11, -0.48, -1.31, -0.73, 0.10, -0.93, -0.30, -0.15, 0.16, -0.13, -0.46, -0.65, -0.64, -0.56, -0.79, -0.61, -0.49, 0.98, -0.05, -0.54, 0.48, 0.71, -0.56, 0.45, 0.18, 0.22, 0.29, 0.05, 0.24, 0.32, 0.09, 0.33, 0.36, 0.37, 0.31, 0.04, 0.03, 0.27, 0.25, 0.22, 0.26, 0.27, 0.28, 0.26, 0.20, 0.20, 0.19, 0.26, 0.29, 0.22, 0.27, 0.27, 0.26, 0.26, 0.18, 0.26, 0.29, 0.18, 0.29, 0.14, 0.37, 0.28, 0.20, 0.32, 0.29, 0.29, 0.26, 0.38, -0.28